one:
ORCA calculation (wB97M-V/def2-TZVPD) on 2 unconnected molecules or ions with the total composition CH7NO.

```
10
Properties=species:S:1:pos:R:3
C -0.18 -2.36 1.07
N 0.80 -1.64 1.86
H -0.38 -1.82 0.15
H -1.13 -2.34 1.61
H 0.10 -3.39 0.84
H 0.52 -1.59 2.83
H 1.75 -2.00 1.83
O -0.46 5.32 -3.69
H -0.97 5.38 -2.87
H -0.05 4.45 -3.62
```

Properties
Total charge   0
SMILES   CN.O
Kohn-Sham gap   10.3 eV
HOMO   -0.3374 hartree

---

two:
ORCA calculation (wB97M-V/def2-TZVPD) on 2 unconnected molecules or ions with the total composition CH7NO.

```
10
Properties=species:S:1:pos:R:3
C 0.75 -1.56 1.08
N -0.34 -0.69 1.08
H 1.15 -1.39 0.03
H 1.63 -1.35 1.81
H 0.46 -2.48 1.44
H -0.68 -0.12 2.02
H 0.00 0.11 0.51
O -0.42 1.89 -2.09
H -0.03 2.53 -1.39
H -1.32 1.77 -1.75
```

Properties
Total charge   0
SMILES   CN.O
Kohn-Sham gap   9.8 eV
HOMO   -0.3352 hartree

---

It comes down to one, which is 0.0382 hartree more stable than the next structure.

---

one:
ORCA calculation (wB97M-V/def2-TZVPD) on a molecular structure, C4H7N5.

```
16
Properties=species:S:1:pos:R:3
C 0.43 0.88 0.47
C 0.65 -0.64 0.31
C -0.84 -0.60 -0.33
C -0.98 0.78 -0.28
H 1.22 2.46 -0.43
H 2.42 1.09 -0.01
H 0.11 1.14 1.67
H 0.63 -1.43 1.11
H 2.45 -2.44 0.34
H 2.21 -0.52 -1.17
H -4.13 -0.49 0.08
N 1.40 1.28 -0.61
N 1.70 -1.21 -0.47
N -2.05 -1.23 -0.25
N -2.93 -0.16 -0.27
N -2.29 1.09 -0.17
```

Properties
Total charge   0
Kohn-Sham gap   8.3 eV
HOMO   -0.3215 hartree

---

two:
ORCA calculation (wB97M-V/def2-TZVPD) on C4H7N5 in the gas phase.

```
16
Properties=species:S:1:pos:R:3
N -0.45 -2.82 -1.00
C -0.17 -1.51 -0.70
N 0.76 -0.91 -1.43
C 1.08 0.32 -1.07
C 0.50 0.99 -0.01
N 0.81 2.32 0.31
C -0.52 0.27 0.67
N -1.27 0.83 1.66
N -0.83 -0.97 0.32
H -1.33 -3.17 -0.65
H -0.17 -3.12 -1.91
H 1.85 0.80 -1.67
H 0.86 2.50 1.30
H 1.64 2.64 -0.16
H -0.91 1.64 2.15
H -1.85 0.19 2.18
```

Properties
Total charge   0
SMILES   Nc1ncc(N)c(N)n1
Kohn-Sham gap   8.5 eV
HOMO   -0.2771 hartree

---

It comes down to two, which is 0.4451 hartree more stable than the next structure.

---

one:
ORCA calculation (wB97M-V/def2-TZVPD) on 4 unconnected molecules or ions with the total composition C3H10N2O3.

```
18
Properties=species:S:1:pos:R:3
C 0.59 -0.15 1.66
C 0.53 0.98 2.40
N 0.63 2.03 1.47
C 0.72 1.45 0.24
N 0.79 0.15 0.35
H 0.35 -1.14 2.04
H 0.05 1.23 3.34
H 0.98 2.96 1.68
H 0.87 1.96 -0.70
O 1.16 -2.32 -1.44
H 1.77 -1.88 -2.06
H 0.89 -1.57 -0.90
O -1.53 -3.43 -1.55
H -0.57 -3.31 -1.65
H -1.78 -2.83 -2.28
O -1.69 2.31 -0.92
H -1.18 1.48 -1.01
H -2.58 2.08 -0.66
```

Properties
Total charge   0
SMILES   c1c[nH]cn1.O.O.O
Kohn-Sham gap   10.0 eV
HOMO   -0.3476 hartree

---

two:
ORCA calculation (wB97M-V/def2-TZVPD) on 4 unconnected molecules or ions with the total composition C3H10N2O3.

```
18
Properties=species:S:1:pos:R:3
C 0.73 0.87 -1.08
C 1.44 0.91 -2.23
N 1.74 -0.45 -2.54
C 1.32 -1.17 -1.38
N 0.65 -0.39 -0.49
H 0.22 1.69 -0.54
H 1.70 1.74 -2.85
H 2.60 -0.56 -3.02
H 1.56 -2.12 -1.31
O -2.32 0.29 -0.18
H -1.94 -0.15 -0.90
H -1.88 0.02 0.68
O -2.37 -2.38 1.81
H -3.24 -2.06 1.93
H -2.30 -3.04 2.47
O 0.39 2.24 3.97
H -0.50 2.35 3.68
H 0.45 3.11 4.36
```

Properties
Total charge   0
SMILES   c1c[nH]cn1.O.O.O
Kohn-Sham gap   9.8 eV
HOMO   -0.3281 hartree

---

It comes down to one, which is 0.0348 hartree more stable than the next structure.

---

one:
ORCA calculation (wB97M-V/def2-TZVPD) on a gas-phase ion, C2H2N3OS (charge -1).

```
9
Properties=species:S:1:pos:R:3
N -3.08 -1.04 0.07
C -2.32 -0.17 0.14
N -1.58 0.91 0.28
C -0.29 0.77 0.14
O 0.54 1.58 -0.18
S 0.29 -1.02 0.10
N 1.98 -0.69 -0.39
H 1.76 0.28 -0.61
H 2.70 -0.60 0.43
```

Properties
Total charge   -1
SMILES   N#C/N=C(/[O-])SN
Kohn-Sham gap   8.2 eV
HOMO   -0.1672 hartree

---

two:
ORCA calculation (wB97M-V/def2-TZVPD) on 2 unconnected molecules or ions with the total composition C2H2N3OS.

```
9
Properties=species:S:1:pos:R:3
C -0.52 1.45 0.08
C -0.99 -0.97 0.05
N -0.59 2.62 -0.06
N 1.81 0.06 0.17
N -0.31 0.19 0.30
O -0.45 -2.05 0.02
S -2.60 -0.50 -0.28
H 1.52 0.04 -0.77
H 2.12 -0.83 0.48
```

Properties
Total charge   -1
Kohn-Sham gap (alpha / beta)   6.1 / 6.1 eV
HOMO (alpha / beta)   -0.1502 / -0.1502 hartree

---

It comes down to one, which is 0.1120 hartree more stable than the next structure.

---

one:
ORCA calculation (wB97M-V/def2-TZVPD) on C2H4FNO2 in the gas phase.

```
10
Properties=species:S:1:pos:R:3
C 0.22 0.17 0.34
C -1.01 -0.39 -0.35
F -1.24 -1.86 0.27
N -2.28 0.28 0.08
O -2.26 1.12 0.96
O -3.22 0.10 -0.64
H 1.13 -0.44 0.20
H 0.19 0.17 1.47
H 0.34 1.07 -0.21
H -1.12 -0.60 -1.35
```

Properties
Total charge   0
SMILES   C[C@@H](F)[N+](=O)[O-]
Kohn-Sham gap   11.0 eV
HOMO   -0.4263 hartree

---

two:
ORCA calculation (wB97M-V/def2-TZVPD) on 2 unconnected molecules or ions with the total composition C2H4FNO2.

```
10
Properties=species:S:1:pos:R:3
C 1.19 0.43 0.09
C 1.18 -1.03 -0.08
N -2.74 -0.09 0.38
O 1.77 1.21 0.75
O -2.72 1.24 0.28
F -0.03 0.95 -0.52
H 1.58 -1.25 -1.05
H 0.18 -1.31 -0.09
H 1.68 -1.57 0.70
H -2.08 1.43 -0.45
```

Properties
Total charge   0
Kohn-Sham gap (alpha / beta)   9.4 / 9.4 eV
HOMO (alpha / beta)   -0.3415 / -0.3421 hartree

---

three:
ORCA calculation (wB97M-V/def2-TZVPD) on 2 unconnected molecules or ions with the total composition C2H4FNO2.

```
10
Properties=species:S:1:pos:R:3
C -0.81 0.25 0.84
C 0.24 0.38 -0.18
N 0.49 -0.82 -0.96
O -0.39 -1.67 -0.92
O 1.40 -0.80 -1.75
F 1.87 0.74 0.61
H -1.63 -0.06 0.25
H -0.72 1.20 1.24
H -0.71 -0.57 1.57
H 0.26 1.35 -0.70
```

Properties
Total charge   0
Kohn-Sham gap   10.3 eV
HOMO   -0.4359 hartree

---

It comes down to one, which is 0.0063 hartree more stable than the next structure.

---

one:
ORCA calculation (wB97M-V/def2-TZVPD) on C22H26N2O6S in the gas phase.

```
57
Properties=species:S:1:pos:R:3
C -0.97 -1.19 -4.26
O 0.07 -0.26 -4.10
C -0.22 1.07 -4.20
C -1.50 1.59 -4.38
C -1.68 2.96 -4.48
C -0.61 3.82 -4.40
C 0.67 3.31 -4.21
C 0.88 1.94 -4.12
C 2.26 1.38 -3.91
N 2.34 0.63 -2.68
C 2.75 -0.66 -2.64
O 3.23 -1.23 -3.59
C 2.60 -1.32 -1.27
C 1.11 -1.43 -0.90
C 0.94 -1.96 0.52
N 1.72 -1.22 1.49
S 1.08 0.29 1.88
O 2.03 0.94 2.72
O 0.61 1.01 0.72
C -0.33 -0.22 2.86
C -0.09 -0.84 4.07
C -1.16 -1.27 4.83
C -2.46 -1.07 4.38
C -2.69 -0.41 3.17
C -1.61 0.00 2.40
O -3.96 -0.15 2.71
C -4.95 -0.28 3.71
C -4.73 -1.58 4.49
O -3.49 -1.54 5.15
C 3.14 -1.19 1.18
C 3.38 -0.56 -0.19
H -0.49 -2.17 -4.21
H -1.72 -1.11 -3.46
H -1.46 -1.08 -5.23
H -2.35 0.94 -4.45
H -2.68 3.35 -4.62
H -0.75 4.89 -4.47
H 1.51 3.97 -4.15
H 2.51 0.67 -4.71
H 2.99 2.19 -3.91
H 1.89 1.03 -1.87
H 3.01 -2.33 -1.36
H 0.64 -0.45 -0.95
H 0.61 -2.09 -1.60
H 1.26 -3.01 0.58
H -0.10 -1.90 0.83
H 0.93 -0.97 4.40
H -1.02 -1.76 5.78
H -1.77 0.51 1.46
H -5.91 -0.28 3.19
H -4.90 0.57 4.40
H -5.49 -1.70 5.27
H -4.77 -2.43 3.80
H 3.51 -2.22 1.21
H 3.62 -0.61 1.96
H 3.05 0.48 -0.14
H 4.45 -0.58 -0.43
```

Properties
Total charge   0
SMILES   COc1ccccc1CNC(=O)C1CCN(S(=O)(=O)c2ccc3c(c2)OCCO3)CC1
Kohn-Sham gap   9.0 eV
HOMO   -0.3107 hartree

---

two:
ORCA calculation (wB97M-V/def2-TZVPD) on C22H26N2O6S in the gas phase.

```
57
Properties=species:S:1:pos:R:3
O 4.80 2.12 0.10
C 3.67 1.99 0.51
C 2.50 2.78 -0.09
O 1.26 2.14 0.16
C 0.61 1.62 -0.89
O 0.96 1.75 -2.04
C -0.60 0.85 -0.48
C -1.06 0.86 0.84
C -2.18 0.12 1.17
C -2.81 -0.63 0.20
S -4.25 -1.59 0.63
O -3.97 -2.98 0.41
O -4.72 -1.18 1.93
N -5.34 -1.14 -0.56
C -6.10 0.07 -0.28
C -5.16 1.22 -0.15
C -4.82 1.98 0.93
C -3.85 2.91 0.46
C -3.67 2.63 -0.86
O -4.46 1.61 -1.24
C -2.36 -0.66 -1.11
C -1.25 0.10 -1.45
N 3.32 1.21 1.55
C 4.22 0.28 2.18
C 3.71 -1.16 2.08
C 3.45 -1.55 0.64
C 4.45 -1.73 -0.22
C 4.27 -2.11 -1.65
C 2.87 -2.66 -1.91
C 1.84 -1.73 -1.28
C 2.01 -1.72 0.24
H 2.47 3.78 0.37
H 2.67 2.88 -1.17
H -0.56 1.46 1.58
H -2.58 0.11 2.17
H -5.91 -1.93 -0.83
H -6.66 -0.02 0.66
H -6.79 0.24 -1.11
H -5.21 1.89 1.92
H -3.36 3.67 1.03
H -3.04 3.06 -1.61
H -2.89 -1.25 -1.83
H -0.87 0.11 -2.46
H 2.34 1.15 1.78
H 4.34 0.56 3.24
H 5.18 0.39 1.68
H 2.79 -1.26 2.65
H 4.46 -1.81 2.52
H 5.47 -1.59 0.11
H 4.44 -1.22 -2.27
H 5.02 -2.85 -1.93
H 2.78 -3.65 -1.47
H 2.69 -2.74 -2.98
H 1.98 -0.72 -1.67
H 0.82 -2.05 -1.53
H 1.65 -2.67 0.66
H 1.40 -0.92 0.68
```

Properties
Total charge   0
SMILES   O=C(COC(=O)c1ccc(S(=O)(=O)NCc2ccco2)cc1)NCCC1=CCCCC1
Kohn-Sham gap   8.5 eV
HOMO   -0.3258 hartree

---

It comes down to two, which is 0.0048 hartree more stable than the next structure.

---

one:
ORCA calculation (wB97M-V/def2-TZVPD) on a molecular structure, C5H7FO2.

```
15
Properties=species:S:1:pos:R:3
C -2.22 -0.78 0.46
C -0.74 -0.45 0.70
C 0.66 0.55 -0.48
C 2.11 1.04 -0.40
C 0.28 -0.85 -0.34
H -2.52 -0.40 -0.45
H -2.82 -0.46 1.44
H -2.51 -1.83 0.28
H -0.21 -0.65 1.64
H 0.24 0.95 -1.50
H 2.79 0.90 -1.30
H 2.93 0.59 0.56
O -0.19 0.93 0.59
O 0.26 -2.00 -0.92
F 1.94 2.47 -0.28
```

Properties
Total charge   0
Kohn-Sham gap   10.2 eV
HOMO   -0.3699 hartree

---

two:
ORCA calculation (wB97M-V/def2-TZVPD) on C5H7FO2 in the gas phase.

```
15
Properties=species:S:1:pos:R:3
F -3.35 -0.17 -0.72
C -2.32 -0.35 0.22
C -1.21 0.60 -0.04
C 0.03 0.21 0.01
C 1.25 1.08 -0.06
O 2.22 0.22 -0.67
C 1.91 -0.99 -0.16
O 0.47 -1.06 -0.11
H -2.01 -1.41 0.12
H -2.71 -0.17 1.20
H -1.49 1.68 -0.02
H 1.57 1.37 0.92
H 1.04 1.94 -0.71
H 2.39 -1.15 0.85
H 2.20 -1.81 -0.84
```

Properties
Total charge   0
SMILES   FC/C=C1/COCO1
Kohn-Sham gap   10.1 eV
HOMO   -0.3388 hartree

---

It comes down to two, which is 0.0824 hartree more stable than the next structure.

---

one:
ORCA calculation (wB97M-V/def2-TZVPD) on 2 unconnected molecules or ions with the total composition C4H9P.

```
14
Properties=species:S:1:pos:R:3
C -0.49 -0.81 0.59
C -0.39 0.61 0.16
C 0.66 -1.82 0.14
C -0.55 1.89 1.02
P -1.80 -0.35 -0.55
H -0.90 -0.97 1.60
H 0.92 0.73 -0.88
H 0.82 -2.43 1.01
H 1.49 -1.21 0.05
H 0.44 -2.47 -0.65
H -0.22 1.60 1.98
H -1.62 2.30 1.15
H 0.17 2.44 0.54
H -1.22 -0.61 -1.84
```

Properties
Total charge   0
Kohn-Sham gap   9.9 eV
HOMO   -0.3401 hartree

---

two:
ORCA calculation (wB97M-V/def2-TZVPD) on 2 unconnected molecules or ions with the total composition C4H9P.

```
14
Properties=species:S:1:pos:R:3
C -0.28 0.52 -0.68
C 1.12 0.88 -0.35
C 1.93 1.72 0.28
C 2.52 0.67 -0.69
H -0.43 0.31 -1.85
H -1.01 1.13 -0.29
H -0.54 -0.35 -0.27
H 2.19 2.33 1.09
H 2.99 1.01 -1.73
H 3.11 -0.17 -0.40
P -3.09 -1.92 0.71
H -3.50 -1.07 1.91
H -3.33 -3.08 1.46
H -1.66 -1.97 0.82
```

Properties
Total charge   0
SMILES   CC1=CC1.P
Kohn-Sham gap   9.8 eV
HOMO   -0.3264 hartree

---

It comes down to one, which is 0.0112 hartree more stable than the next structure.